{
  "formula": "C15H19N2O4PdS",
  "method": "the ωB97M-V functional and the def2-TZVPD basis",
  "spin_multiplicity": 1,
  "e_lumo_ev": 2.4,
  "orbital_gap_ev": 7.28,
  "energy_ha": -1519.59453,
  "total_charge": -1,
  "elements": ["Pd", "O", "S", "O", "O", "O", "C", "C", "C", "C", "N", "C", "C", "H", "H", "H", "H", "H", "H", "H", "C", "N", "C", "C", "C", "C", "C", "C", "C", "C", "H", "H", "H", "H", "H", "H", "H", "H", "H", "H", "H", "H"],
  "xyz": [[-0.1322, -0.1124, -0.0557], [-1.1645, -2.0494, 3.1823], [-0.7365, -1.1058, 2.1831], [0.3624, -1.6854, 1.2693], [-0.2528, 0.1782, 2.7035], [-1.8195, -0.7811, 1.1483], [-3.1740, 4.7490, -2.6534], [-2.4927, 3.5149, -2.1361], [-2.8312, 2.9586, -0.9087], [-2.1578, 1.8442, -0.4452], [-1.1660, 1.2755, -1.1458], [-0.8327, 1.7969, -2.3270], [-1.4775, 2.8978, -2.8570], [-4.1595, 4.8738, -2.2065], [-3.2843, 4.7138, -3.7372], [-2.5826, 5.6346, -2.4102], [-3.6180, 3.3885, -0.3024], [-2.3911, 1.3571, 0.4959], [-0.0241, 1.3026, -2.8492], [-1.1700, 3.2784, -3.8228], [2.0829, 4.1231, -1.7594], [2.5856, 3.6958, -0.4714], [2.3363, 4.7113, 0.5265], [2.0368, 2.4117, -0.0390], [2.4123, 1.2358, -0.9151], [3.6655, 1.2323, -1.5322], [4.1124, 0.1293, -2.2394], [3.3134, -1.0057, -2.3029], [2.0795, -1.0159, -1.6713], [1.5885, 0.1039, -0.9878], [2.6450, 4.9949, -2.1034], [1.0150, 4.4013, -1.7207], [2.2037, 3.3260, -2.4926], [2.7904, 5.6561, 0.2198], [2.7711, 4.4121, 1.4809], [1.2566, 4.8866, 0.6871], [0.9449, 2.4580, 0.0924], [2.4393, 2.2197, 0.9608], [4.2913, 2.1131, -1.4384], [5.0863, 0.1448, -2.7148], [3.6594, -1.8885, -2.8292], [1.4781, -1.9176, -1.6916]],
  "forces_ev_per_a": [[-0.601, -1.012, -0.249], [-0.091, -0.200, -0.136], [0.197, 0.521, 0.056], [0.046, 0.480, -0.060], [-0.082, -0.216, 0.409], [0.178, 0.149, 0.022], [0.004, 0.013, 0.006], [-0.013, 0.005, -0.008], [-0.027, -0.010, -0.017], [-0.032, -0.078, -0.089], [0.326, 0.370, 0.200], [-0.030, -0.107, -0.082], [0.003, -0.003, 0.005], [0.000, -0.003, 0.000], [0.001, -0.002, 0.000], [-0.004, -0.002, -0.002], [-0.004, 0.001, -0.006], [0.014, 0.034, 0.016], [0.043, 0.034, 0.034], [-0.007, 0.003, -0.003], [-0.037, -0.013, 0.004], [0.070, -0.045, -0.050], [0.010, 0.018, 0.051], [0.011, 0.016, 0.062], [0.079, -0.027, 0.065], [-0.055, 0.053, -0.034], [-0.012, -0.041, -0.011], [0.048, -0.002, -0.030], [-0.110, 0.096, -0.063], [0.254, 0.047, 0.003], [-0.016, 0.005, 0.007], [-0.068, -0.035, -0.004], [0.002, -0.003, 0.004], [0.004, -0.002, -0.004], [-0.003, -0.001, -0.005], [0.013, -0.001, -0.007], [-0.051, -0.002, -0.085], [-0.073, -0.018, 0.014], [-0.003, -0.005, -0.001], [-0.002, -0.001, -0.005], [0.003, -0.001, 0.001], [0.016, -0.014, -0.009]],
  "mulliken_charge": [-0.139, -0.675, 1.317, -0.654, -0.650, -0.687, -1.472, 1.312, -0.712, -0.440, -0.162, -0.507, -0.744, 0.378, 0.370, 0.274, 0.364, 0.534, 0.444, 0.380, -0.993, -0.006, -0.988, -0.616, 0.908, -0.424, -0.588, -0.573, -0.138, -0.412, 0.395, 0.224, 0.313, 0.326, 0.320, 0.342, 0.326, 0.521, 0.371, 0.371, 0.360, 0.431]
}